No. 1
{
  "formula": "C53H43AuBrF3N2O2PSb",
  "method": "ωB97M-V/def2-TZVPD",
  "elements": ["H", "C", "H", "H", "C", "Sb", "H", "C", "C", "F", "C", "O", "C", "P", "H", "H", "H", "C", "H", "H", "C", "H", "F", "C", "C", "H", "C", "C", "C", "H", "C", "C", "H", "H", "C", "N", "C", "Au", "C", "H", "H", "H", "C", "O", "H", "C", "H", "H", "C", "C", "C", "C", "C", "C", "H", "H", "H", "C", "C", "C", "N", "C", "H", "H", "H", "C", "C", "H", "H", "C", "H", "C", "Br", "H", "C", "C", "C", "H", "C", "C", "H", "C", "C", "C", "H", "H", "C", "C", "H", "F", "C", "H", "C", "H", "H", "H", "C", "H", "C", "H", "H", "C", "C", "C", "H", "C", "C"],
  "coordinates": [[-4.139866, 2.502972, -3.006269], [-0.833323, 0.344551, -6.048882], [-2.512889, -1.663493, -1.468898], [-0.593493, -1.766514, 2.072002], [1.399709, -3.446081, -1.239018], [-1.528002, 1.252540, -1.862836], [-5.056343, 4.784764, -3.312244], [3.306442, -1.479087, 4.903498], [-1.565243, 4.310815, -1.723743], [-2.098101, -0.776147, -7.663412], [4.717262, 1.758706, 0.806516], [1.761227, 1.290438, -1.825222], [-0.635657, -1.682605, 3.162483], [1.098202, 0.798858, 2.387469], [-3.571200, -0.544054, -3.454598], [2.501376, 2.621042, -3.243084], [-1.521108, 6.471542, -1.616260], [1.174460, -2.565779, 4.654481], [-6.072399, 0.916383, 0.796528], [3.523553, 2.406696, -1.792674], [2.345932, 0.081012, -2.040632], [5.528163, 1.259652, 0.288924], [-3.830465, 6.941653, -2.638602], [0.744293, -1.596372, 3.756429], [2.442261, -2.516628, 5.215689], [2.567512, -5.072568, -1.831470], [3.416016, -2.476689, -2.285912], [0.290938, 1.984542, 4.795500], [-3.233544, 0.313489, -0.991805], [-0.207783, -2.477348, -0.479418], [-1.998504, 3.030247, 3.602309], [-1.339084, -5.136334, 0.366814], [3.570671, 0.322193, 3.782730], [-1.231416, -0.798100, 3.402933], [-4.292782, -1.753446, -0.297710], [1.742794, -4.736481, -1.362382], [-0.698849, 0.755130, -4.734221], [-0.228607, 0.618288, 0.474772], [-0.203893, -4.671045, -0.283306], [3.878656, 4.812044, 2.014985], [2.548524, -0.805442, 0.640984], [-2.894971, 3.432047, 3.146828], [-1.775597, 3.193858, 4.960105], [0.380123, -0.815840, -1.070250], [1.843542, 3.561081, 2.629573], [-1.327343, 2.108599, 1.368592], [4.289714, -1.429676, 5.350575], [-0.089968, 0.575340, -6.798978], [-5.271503, 0.374951, 0.312358], [1.631337, -0.554667, 3.441409], [-4.083439, 4.628365, -2.867521], [-1.960079, -0.378369, -6.398617], [3.590472, 1.023193, 1.156813], [2.653663, 3.057432, 2.117419], [3.907527, -1.022597, 1.726286], [-2.087982, -4.462192, 0.759700], [-2.326504, -6.919367, 0.986465], [-3.276846, -1.082842, -0.959701], [2.556161, 1.694898, 1.830695], [-1.460047, -6.506928, 0.489282], [0.233135, -3.387710, -0.593471], [-2.301291, 3.193182, -2.108463], [0.179253, 1.322745, -4.448999], [3.866458, -3.456732, -2.356838], [-4.244548, 2.113162, -0.373638], [4.827753, 3.106854, 1.117280], [2.498588, 2.462855, -2.162856], [-1.165540, -2.553025, 3.544342], [4.123490, 0.734308, -3.044489], [2.141069, -2.298006, -1.713909], [-4.348115, -2.833386, -0.274029], [-3.559084, 3.360633, -2.686710], [5.795250, -1.608781, -3.550653], [1.173341, 1.560445, 5.258234], [3.563470, -0.101281, -2.651724], [4.102683, -1.391330, -2.758368], [-2.074985, 5.588067, -1.901040], [-3.808176, -1.272583, -5.811772], [-2.945934, -0.706965, -5.487001], [-0.486726, -7.381028, -0.017402], [2.754645, -3.291191, 5.903033], [-2.801834, -0.292888, -4.171214], [-5.268889, -1.006161, 0.337138], [-1.071354, 2.342790, 2.824448], [0.501840, -3.370547, 4.922478], [-0.579040, 4.197196, -1.284660], [-4.242222, 1.029617, -0.350909], [-1.685912, 0.448823, -3.797655], [-2.506986, 3.717886, 5.560378], [-6.242401, -1.644810, 0.991316], [0.644537, -6.916510, -0.659158], [-1.077061, 2.977736, 0.756939], [3.793209, 3.763226, 1.767136], [-0.627505, -8.446303, 0.097100], [-0.485657, 2.770215, 6.626319], [-2.360338, 1.815772, 1.183388], [3.553853, -0.450760, 0.867404], [1.391005, -7.592105, -1.052470], [0.764722, -5.539075, -0.776199], [4.194965, -0.693164, 0.021633], [5.731096, 3.643502, 0.859930], [-3.328776, 5.718811, -2.467836], [-0.634954, 2.669147, 5.560638], [0.069458, 1.836694, 3.425845], [1.993166, 3.289464, -1.669587], [1.583866, -1.021544, -1.571038], [2.902776, -0.497874, 4.013632]],
  "forces_ev_per_angstrom": [[0.0, 0.0, 0.0], [0.0, 0.0, 0.0], [0.0, 0.0, 0.0], [0.0, 0.0, 0.0], [0.0, 0.0, 0.0], [-1.1, -0.2, 0.9], [0.0, 0.0, 0.0], [0.0, 0.0, 0.0], [0.0, 0.0, 0.0], [0.0, 0.0, 0.0], [0.0, 0.0, 0.0], [0.0, 0.0, 0.0], [0.0, 0.0, 0.0], [-0.1, 0.1, 0.1], [0.0, 0.0, 0.0], [0.0, 0.0, 0.0], [0.0, 0.0, 0.0], [0.0, 0.0, 0.0], [0.0, 0.0, 0.0], [0.0, 0.0, 0.0], [0.0, 0.0, -0.1], [0.0, 0.0, 0.0], [0.0, 0.0, 0.0], [0.0, 0.0, 0.0], [0.0, 0.0, 0.0], [0.0, 0.0, 0.0], [0.0, 0.1, 0.0], [0.1, 0.1, 0.0], [-0.1, -0.1, -0.1], [0.0, 0.0, 0.0], [0.1, 0.1, 0.0], [0.0, 0.0, 0.0], [0.0, 0.0, 0.0], [0.0, 0.0, 0.0], [0.0, 0.0, 0.0], [0.0, 0.0, 0.0], [0.0, 0.0, 0.0], [0.4, 0.5, -1.6], [0.0, 0.0, 0.0], [0.0, 0.0, 0.0], [0.0, 0.0, 0.1], [0.0, 0.0, 0.0], [0.0, 0.0, 0.0], [0.1, -0.5, 0.7], [0.0, 0.0, 0.0], [0.2, 0.1, 0.0], [0.0, 0.0, 0.0], [0.0, 0.0, 0.0], [0.0, 0.0, 0.0], [-0.1, -0.2, -0.2], [0.0, 0.0, 0.0], [0.0, 0.0, 0.0], [0.0, 0.1, 0.0], [0.0, 0.0, 0.0], [0.0, 0.0, 0.0], [0.0, 0.0, 0.0], [0.0, 0.0, 0.0], [0.1, 0.0, 0.1], [0.1, -0.1, 0.1], [0.0, 0.0, 0.0], [0.0, 0.0, 0.0], [0.2, 0.2, 0.0], [0.0, 0.0, 0.0], [0.0, 0.0, 0.0], [0.0, 0.0, 0.0], [0.0, 0.0, 0.0], [0.1, 0.0, 0.0], [0.0, 0.0, 0.0], [0.0, 0.0, 0.0], [0.0, -0.1, 0.0], [0.0, 0.0, 0.0], [0.0, 0.0, -0.1], [0.0, 0.0, 0.0], [0.0, 0.0, 0.0], [0.0, 0.0, 0.0], [-0.1, 0.0, 0.0], [0.0, 0.0, 0.0], [0.0, 0.0, 0.0], [0.0, 0.0, 0.0], [0.0, 0.0, 0.0], [0.0, 0.0, 0.0], [0.0, 0.1, 0.0], [0.0, 0.0, 0.0], [-0.1, -0.1, 0.1], [0.0, 0.0, 0.0], [0.0, 0.0, 0.0], [0.0, 0.0, -0.1], [0.5, -0.1, -0.1], [0.0, 0.0, 0.0], [0.0, 0.0, 0.0], [0.0, 0.0, 0.0], [-0.1, 0.1, 0.1], [0.0, 0.0, 0.0], [0.0, 0.0, 0.0], [0.0, 0.0, 0.0], [0.0, 0.0, 0.0], [0.1, 0.0, 0.1], [0.0, 0.0, 0.0], [0.0, 0.0, 0.0], [0.0, 0.0, 0.0], [0.0, 0.0, 0.0], [0.0, 0.0, 0.0], [0.0, 0.0, 0.0], [0.0, -0.2, 0.2], [0.0, 0.0, 0.0], [0.0, 0.2, -0.3], [-0.1, 0.0, 0.1]],
  "lumo_ev": -6.49,
  "relative_energy_ev": 0.911,
  "charge": 2
}


No. 2
{
  "formula": "C53H44AsBrCdF6N3O4S3",
  "method": "ωB97M-V/def2-TZVPD",
  "elements": ["C", "C", "C", "C", "C", "C", "F", "H", "C", "C", "H", "H", "H", "H", "C", "H", "C", "H", "O", "H", "H", "H", "H", "H", "H", "H", "C", "Br", "N", "H", "H", "H", "H", "C", "C", "H", "H", "C", "S", "C", "H", "C", "C", "C", "C", "H", "C", "C", "C", "C", "H", "C", "C", "C", "C", "H", "C", "C", "O", "C", "H", "C", "S", "H", "C", "F", "O", "C", "C", "C", "H", "C", "C", "C", "N", "C", "H", "Cd", "C", "H", "C", "F", "S", "F", "C", "H", "H", "H", "C", "H", "H", "C", "C", "C", "H", "F", "N", "H", "C", "C", "H", "As", "F", "H", "H", "H", "H", "C", "H", "C", "C", "O", "H", "H", "C", "C"],
  "coordinates": [[1.450371, -7.147620, -1.233606], [-4.081016, 3.478075, -4.669431], [-1.921582, 4.695579, -1.153419], [-1.973807, 5.814755, -0.339518], [-2.115487, -2.769235, 0.364673], [4.457228, -3.399958, 5.353197], [-1.560775, -3.242853, -0.766419], [0.112941, -4.028782, -1.347935], [-0.067100, -1.252157, -3.265963], [0.024455, -0.741746, 3.529778], [0.286878, -2.005157, 6.689755], [-2.591792, 6.658849, -0.620441], [5.081405, -3.108361, -2.285986], [-2.761656, -0.817749, 2.189273], [-5.041297, 2.370220, -2.773341], [-2.414720, -2.343366, -5.450257], [2.551284, -6.881878, -0.426235], [1.294947, -8.146865, -1.620918], [-2.038175, -0.475888, -0.382152], [6.385667, -2.693826, 5.957112], [-1.267337, 6.700566, 1.487032], [-0.429728, 2.100485, -5.076642], [-4.188822, -1.830808, 1.839856], [-4.129245, -0.137336, 1.297334], [3.280004, 0.522185, 0.847819], [3.208621, 4.741153, -3.057626], [3.779143, -2.549790, -0.677798], [6.811704, -5.999347, 2.241047], [1.805718, -0.232814, 2.047848], [1.543216, -0.894287, -6.234487], [2.696213, -4.345641, 4.561900], [3.679095, -1.476542, -0.861757], [-2.055212, -2.003411, -3.018908], [6.546905, -4.100927, 4.348126], [-0.453756, -1.663184, -5.994710], [-2.513287, 4.686130, -2.059121], [0.133576, 4.753413, 2.084706], [-2.635396, 2.461899, -3.021265], [0.832618, 2.406603, 0.791649], [2.399028, 4.175849, -3.503864], [7.624889, -4.038744, 4.284130], [-0.346589, 3.631316, 0.331701], [-1.467754, -1.962427, -5.088713], [4.095197, -0.411586, 2.639142], [-0.342981, -1.196327, 4.823562], [-0.297353, -6.342845, -2.179072], [0.928876, -0.947706, -4.176304], [2.367538, 3.983013, -4.879418], [4.049082, -3.298736, -1.974835], [1.464817, -0.811155, 3.213493], [-1.952598, 3.540378, -4.755535], [0.750152, -1.150998, -5.539680], [-1.229090, 5.837940, 0.831830], [-1.114002, 3.601379, -0.844241], [0.565338, -6.131056, -1.559886], [-3.636632, 1.517289, -1.394827], [3.519237, -1.654664, -3.870509], [1.961139, -1.800836, 5.411509], [-0.783995, -0.222756, 2.732128], [1.396001, 3.657426, -2.698115], [-6.193567, 3.331015, -4.312404], [0.782977, -4.838556, -1.098847], [2.454304, -0.196978, -3.575374], [2.905255, -3.710057, -3.763644], [5.853580, -3.344014, 5.273488], [-1.122157, -2.619398, 1.254837], [2.317880, -0.094668, -2.100480], [2.770889, -5.595148, 0.037709], [3.769132, -1.049250, 3.811177], [1.892006, -4.581362, -0.315858], [4.523568, -1.317731, -3.602525], [1.334752, 3.248193, -5.440540], [0.343355, 2.925980, -3.250575], [0.590617, -1.666193, 5.706100], [3.832594, -2.808004, 6.445294], [-0.438469, 4.755167, 1.165178], [3.151561, 4.395019, -5.503898], [-0.043018, 0.112956, 0.411044], [4.468411, -5.066863, 3.600511], [3.498161, -1.833675, -4.946361], [2.419660, -1.294242, 4.140780], [-2.906301, -3.755833, 0.843870], [2.196330, -2.897991, 0.240021], [-3.582939, -2.302512, -2.025556], [-5.201590, 3.079469, -3.956086], [1.448211, 3.795201, -1.625409], [-1.386324, -1.124532, 5.102342], [-0.605591, -1.827799, -7.054263], [5.848374, -4.959466, 3.517204], [4.563714, -2.720532, 0.062881], [5.127341, -0.185111, 2.405193], [-1.272698, -1.767992, -3.729585], [0.342986, 2.712180, -4.628204], [3.774256, -4.267070, 4.490959], [4.552246, -1.313425, 4.507362], [-4.948036, -2.573322, -0.376363], [2.685880, -2.300074, 6.470492], [3.637752, -5.368882, 0.646363], [-4.007064, -1.740613, -0.878674], [-3.541328, -1.040120, 1.464055], [3.934362, -5.772688, 2.980057], [-0.965205, 2.053119, -2.058221], [-4.655967, -0.620021, -1.219585], [-4.193244, 4.038893, -5.590128], [3.968865, -4.367606, -1.816322], [-5.907625, 2.053438, -2.205238], [3.244473, -7.672198, -0.168438], [3.070449, -2.881752, -3.073349], [2.113677, -2.673988, -2.591756], [-2.806184, 3.177582, -4.202602], [-3.768454, 2.064876, -2.317471], [1.094047, -2.098697, -0.375792], [0.097774, -1.092652, -2.204985], [1.304830, 3.080397, -6.510988], [3.073181, -0.021436, 1.765358], [-2.867887, -1.429471, 0.141078]],
  "forces_ev_per_angstrom": [[0.0, 0.0, 0.0], [0.0, 0.0, 0.0], [0.0, 0.0, 0.0], [0.0, 0.0, 0.0], [0.0, 0.1, 0.2], [0.1, -0.4, -0.4], [-0.3, 0.1, 0.1], [0.3, -0.1, 0.0], [0.0, 0.0, 0.1], [0.0, 0.0, 0.2], [0.0, 0.1, 0.0], [0.0, 0.0, 0.0], [0.0, 0.0, 0.1], [0.0, 0.0, 0.0], [0.0, 0.0, 0.0], [0.0, 0.0, 0.0], [0.0, 0.0, 0.0], [0.0, 0.0, 0.1], [0.2, -0.4, 0.1], [0.0, 0.0, 0.0], [0.0, 0.0, 0.0], [0.0, -0.1, 0.0], [0.0, 0.0, 0.0], [0.0, 0.0, 0.0], [0.0, -0.1, -0.1], [0.0, 0.0, 0.0], [-0.1, -0.1, 0.1], [-0.1, 0.0, 0.0], [0.2, -0.3, -0.1], [0.0, 0.0, 0.0], [0.0, 0.0, 0.0], [0.0, 0.0, 0.1], [0.4, 0.2, -0.3], [0.0, 0.0, 0.0], [0.0, 0.0, 0.0], [0.0, 0.0, 0.0], [0.0, 0.0, 0.0], [0.0, 0.0, 0.0], [0.1, 0.1, -0.1], [0.0, 0.0, -0.1], [0.0, 0.0, 0.0], [0.0, 0.0, -0.1], [0.1, 0.0, 0.0], [-0.1, 0.0, 0.1], [-0.1, 0.0, 0.0], [0.0, 0.0, 0.0], [0.1, 0.1, 0.0], [0.0, 0.0, 0.0], [-0.2, 0.2, 0.0], [0.0, 0.1, 0.1], [0.0, 0.0, 0.0], [0.0, 0.1, 0.0], [0.0, 0.0, 0.0], [0.0, 0.0, 0.2], [0.0, -0.1, 0.0], [0.0, -0.1, 0.1], [-0.2, 0.1, 0.1], [-0.2, -0.1, -0.3], [0.1, -0.2, -0.4], [0.0, 0.0, 0.0], [0.0, 0.0, 0.0], [0.0, 0.1, -0.2], [-0.1, -0.1, -0.3], [0.0, 0.0, 0.0], [-0.1, 0.1, 0.0], [-0.1, 0.0, 0.0], [0.1, 0.1, 0.2], [0.1, 0.0, 0.1], [0.1, 0.1, -0.1], [0.1, 0.1, 0.0], [0.0, 0.0, 0.0], [0.0, 0.0, 0.0], [0.2, -0.2, 0.0], [0.2, -0.1, -0.1], [0.1, 0.0, 0.6], [0.0, 0.0, 0.0], [0.0, 0.0, 0.0], [-0.5, -0.1, 0.5], [0.1, 0.1, -0.1], [0.0, 0.1, 0.0], [0.0, 0.1, 0.1], [0.0, 0.0, -0.1], [0.3, -0.2, 0.0], [-0.4, -0.1, 0.1], [0.0, 0.0, 0.0], [0.0, 0.0, 0.0], [0.0, 0.0, 0.0], [0.0, 0.0, 0.0], [0.0, -0.1, -0.1], [0.0, 0.0, 0.1], [0.0, 0.0, 0.0], [-0.1, 0.0, 0.0], [0.0, -0.2, 0.1], [0.0, 0.0, 0.1], [-0.1, 0.1, -0.1], [0.1, -0.1, -0.1], [0.0, 0.3, 0.1], [0.1, 0.0, 0.1], [-0.2, 0.2, 0.3], [0.1, 0.1, 0.0], [0.0, 0.0, -0.1], [0.1, 0.7, -0.3], [0.0, 0.1, 0.0], [0.0, 0.0, 0.0], [0.1, -0.2, 0.1], [0.0, 0.0, 0.0], [0.0, 0.0, 0.0], [0.1, -0.1, 0.0], [-0.1, 0.0, -0.1], [0.0, 0.0, 0.0], [0.0, -0.1, 0.0], [-0.1, 0.3, 0.0], [0.0, 0.0, -0.2], [0.0, 0.0, 0.0], [0.0, 0.0, 0.0], [0.0, -0.2, -0.1]],
  "lumo_ev": 1.90,
  "relative_energy_ev": 1.222,
  "charge": -1
}


| no. | HOMO energy (eV) | E (a.u.) | HOMO-LUMO gap (eV) |
| --- | --- | --- | --- |
| 1 | -12.7877 | -5895.88196 | 6.3011 |
| 2 | -4.6652 | -9282.64565 | 6.5629 |